# 1
Computed, not measured: an isolated molecule of C3H3Cl3Si at a distorted geometry, with ωB97M-V/def2-TZVPD.

For the HOMO energy, the calculation gives -9.5836 eV. The calculation puts the relative energy (zero: lowest compared OMol25 entry of this formula, charge and spin) at 22.82 kcal/mol. The net charge is 0. As for the SMILES: Cl[Si](Cl)(Cl)C1=CC1.

XYZ file:
```
10
Properties=species:S:1:pos:R:3:mulliken_charge:R:1
Cl -4.20 1.36 1.48 -0.218
Si -3.31 0.13 0.06 0.672
Cl -4.04 0.45 -1.89 -0.257
Cl -3.77 -1.78 0.44 -0.220
C -1.50 0.13 -0.12 -0.125
C -0.28 -0.12 -0.79 -0.187
C -0.23 0.10 0.72 -0.522
H 0.23 -0.27 -1.72 0.368
H -0.29 -0.66 1.44 0.282
H 0.04 1.12 0.96 0.207
```

=====

# 2
Computed, not measured: a 2-piece molecular cluster, C2H7N3OS overall at a distorted geometry, with ωB97M-V/def2-TZVPD.

For the HOMO energy, the calculation gives -8.6580 eV. The calculation puts the relative energy (zero: lowest compared OMol25 entry of this formula, charge and spin) at 137.61 kcal/mol. The net charge is 0.

XYZ file:
```
14
Properties=species:S:1:pos:R:3:mulliken_charge:R:1
C -0.89 2.35 0.42 -0.733
C 0.58 0.35 -0.16 0.261
H -0.86 3.47 -0.10 0.330
H -0.67 2.23 1.70 0.233
H -2.33 1.94 -0.15 0.180
H 0.82 1.97 -1.12 0.328
H 0.62 -1.53 0.45 0.387
H -2.35 -0.91 0.91 0.106
H 3.33 -1.04 0.47 0.380
N 0.06 1.67 -0.49 -0.133
N -0.16 -0.86 0.21 -0.252
N 1.89 0.30 0.02 -0.405
O 2.28 -1.14 0.05 -0.516
S -1.72 -1.31 -0.14 -0.167
```

=====

Going through the records in order, we get E values of -1786.23543, -717.85661 Ha.